Here is the ion C6H4NOS2 with charge -1 at a distorted geometry from the Open Molecules 2025 dataset. Energies are from ωB97M-V/def2-TZVPD.

For the strongest force on any atom, the calculation gives 5.09 eV Å⁻¹. The total energy comes out at -31490.018 eV. Its LUMO energy (alpha / beta) is 3.301 / 1.560 eV. As for the HOMO-LUMO gap (alpha / beta): 4.77 / 5.38 eV. The expectation value of S² is 2.018. Its charge is -1. As for the spin multiplicity: 3.

```
14
Properties=species:S:1:pos:R:3:forces:R:3
C -0.3199 -1.0171 0.5705 -1.4 1.0 -0.4
C -1.2351 -0.2331 0.0465 -0.6 -0.5 1.3
C 2.0420 -1.2199 1.0824 1.6 2.4 -1.1
C 1.9719 0.8563 -0.2275 -1.4 -0.1 -0.9
C -0.1830 -0.8089 -0.8949 1.5 -0.5 -2.2
C -2.4218 0.7418 0.1568 4.5 -0.4 2.4
N 2.3611 -0.1645 0.5337 -0.2 -1.5 1.2
O 2.2826 -2.2635 1.5576 -0.4 -1.6 0.8
S 2.5498 2.4047 -0.2311 0.7 1.1 0.2
S 0.9413 0.4368 -1.6471 -0.6 -1.0 0.6
H -0.1867 -1.7226 -1.5795 -0.7 1.2 0.8
H -3.2803 0.3527 -0.2231 -2.6 -1.1 -0.7
H -2.1140 1.5875 -0.3836 0.1 1.4 -0.9
H -2.4080 1.0499 1.2394 -0.6 -0.4 -1.0
```
Positions in Å, forces in eV/Å.